No. 1
DFT (ωB97M-V/def2-TZVPD) results for a single C4H7NO molecule.

```
13
Properties=species:S:1:pos:R:3:forces:R:3
C 0.754019 1.131691 -1.211557 0.05 0.01 0.00
C -0.201394 0.418815 -0.291035 -0.12 0.15 -0.13
C -0.475982 -1.015940 -0.441537 -0.18 -0.18 -0.23
N 0.401193 -0.535553 0.645688 0.16 -0.12 0.20
C -0.249690 -0.659661 1.898854 0.16 -0.16 0.35
O 0.260486 -1.162388 2.858831 -0.24 0.26 -0.38
H 1.212773 1.995235 -0.720876 -0.09 -0.10 -0.05
H 0.225156 1.475451 -2.107700 0.09 -0.02 0.15
H 1.554072 0.451014 -1.517387 -0.13 0.09 0.04
H -1.024474 1.020408 0.103220 0.13 -0.12 -0.05
H -1.470066 -1.372144 -0.170647 0.18 0.02 0.00
H 0.041202 -1.611461 -1.187443 -0.08 0.12 0.05
H -1.297521 -0.280976 1.916964 0.07 0.04 0.06
```
Positions in Å, forces in eV/Å.

Summary:
* HOMO-LUMO gap: 11.07 eV
* ΔE to the lowest compared entry with this formula, charge and spin: 44.9 kcal per mole
* net charge: 0
* HOMO energy: -10.07 eV
* SMILES string: C[C@H]1CN1C=O

Charges in e, computed with Mulliken, in the same order as the atoms: -1.34, 0.45, -0.47, -0.36, 0.12, -0.43, 0.30, 0.32, 0.32, 0.32, 0.27, 0.23, 0.27


No. 2
DFT (ωB97M-V/def2-TZVPD) results for a single C4H7NO2 molecule at a distorted geometry.

```
14
Properties=species:S:1:pos:R:3:forces:R:3
C 0.765632 0.826441 1.113894 -0.09 0.14 0.20
C 0.501227 0.040867 -0.149327 0.41 -2.05 0.55
C 0.741366 -1.583003 0.200138 2.57 2.27 -0.31
O 1.300342 -1.912632 1.208932 -0.78 0.00 -0.15
C -0.914813 -0.162913 -0.518399 -0.60 -0.38 0.34
N -1.487818 0.662464 -1.394829 -0.25 0.23 -0.27
O -1.493933 -1.156300 -0.082654 -0.20 0.32 -0.06
H 0.205492 0.403117 1.943623 0.02 -0.01 0.09
H 1.827577 0.794538 1.362060 -0.09 -0.11 -0.01
H 0.486415 1.870376 1.003024 -0.08 0.18 -0.05
H 1.066256 0.483815 -0.989247 0.06 -0.70 0.22
H 0.636014 -2.250169 -0.649896 -0.57 -0.34 -0.22
H -1.105292 1.551891 -1.611072 0.30 0.46 -0.16
H -2.438034 0.485798 -1.619351 -0.70 -0.02 -0.19
```
Positions in Å, forces in eV/Å.

Summary:
* HOMO-LUMO gap: 10.18 eV
* ΔE to the lowest compared entry with this formula, charge and spin: 25.5 kcal per mole
* net charge: 0
* HOMO energy: -9.51 eV
* SMILES string: C[C@@H](C=O)C(N)=O

Charges in e, computed with Mulliken, in the same order as the atoms: -1.26, 0.23, -0.06, -0.49, 0.39, -0.36, -0.62, 0.33, 0.32, 0.36, 0.34, 0.37, 0.21, 0.25


No. 3
DFT (ωB97M-V/def2-TZVPD) results for a single C4H7NO2 molecule.

```
14
Properties=species:S:1:pos:R:3:forces:R:3
C -1.496348 0.745167 -0.428527 -0.03 0.00 -0.01
C -0.216036 -0.025951 -0.241930 -0.20 0.04 0.12
C 0.406820 0.073884 1.138433 -0.07 -0.02 0.13
N 1.742910 0.306704 1.139993 -0.04 0.05 0.07
O -0.266263 -0.078815 2.143060 0.23 0.08 -0.32
C 0.076082 -1.241573 -1.007566 -0.08 -0.27 0.01
O 0.703275 -0.004305 -1.330585 0.12 0.12 -0.09
H -2.001736 0.439046 -1.348898 0.09 0.03 0.14
H -2.154250 0.575001 0.427137 0.08 0.01 -0.12
H -1.280275 1.816986 -0.495982 -0.02 -0.14 0.05
H 2.199519 0.425077 2.030412 -0.04 0.00 -0.10
H 2.215228 0.568371 0.288634 -0.10 -0.13 0.08
H 0.731240 -2.003247 -0.585388 -0.07 0.14 -0.06
H -0.660166 -1.596344 -1.728792 0.13 0.09 0.10
```
Positions in Å, forces in eV/Å.

Summary:
* HOMO-LUMO gap: 10.75 eV
* ΔE to the lowest compared entry with this formula, charge and spin: 25.9 kcal per mole
* net charge: 0
* HOMO energy: -9.84 eV
* SMILES string: C[C@@]1(C(N)=O)CO1

Charges in e, computed with Mulliken, in the same order as the atoms: -1.30, 1.28, 0.16, -0.35, -0.62, -0.64, -0.53, 0.37, 0.32, 0.29, 0.25, 0.22, 0.27, 0.27


No. 4
DFT (ωB97M-V/def2-TZVPD) results for a single C4H7NO2 molecule.

```
14
Properties=species:S:1:pos:R:3:forces:R:3
H -0.838450 2.718852 1.023402 0.06 0.02 0.17
N -0.610975 1.967355 1.671353 0.26 -0.17 -0.16
C 0.036657 1.093037 1.042799 -0.19 0.18 0.13
O 0.410375 -0.092890 1.581450 -0.08 0.13 0.04
C 0.995718 -0.892571 0.551770 0.09 -0.15 -0.17
C 0.482119 -0.205871 -0.713950 0.01 -0.21 -0.11
C -0.932941 -0.615863 -1.097173 -0.05 -0.03 -0.01
O 0.428222 1.154063 -0.260779 -0.03 0.11 0.09
H 2.088135 -0.863719 0.634423 -0.16 0.04 -0.01
H 0.643864 -1.920729 0.670222 0.03 0.16 -0.04
H 1.181392 -0.246011 -1.551813 -0.09 -0.02 0.14
H -1.525142 -0.776820 -0.188947 0.03 0.01 -0.16
H -1.390152 0.204263 -1.656954 0.03 -0.17 -0.02
H -0.968821 -1.523096 -1.705800 0.11 0.06 0.11
```
Positions in Å, forces in eV/Å.

Summary:
* HOMO-LUMO gap: 10.72 eV
* ΔE to the lowest compared entry with this formula, charge and spin: 24.3 kcal per mole
* net charge: 0
* HOMO energy: -9.91 eV
* SMILES string: [H]/N=C1/OC[C@@H](C)O1

Charges in e, computed with Mulliken, in the same order as the atoms: 0.27, -0.72, 0.75, -0.38, -0.45, 0.28, -1.28, -0.44, 0.28, 0.31, 0.36, 0.29, 0.34, 0.38